# C3H10B3ClIO5P

A cluster of 2 separate species, C3H10B3ClIO5P in total at a distorted geometry (the ωB97M-V functional and the def2-TZVPD basis, the Open Molecules 2025 dataset).

Cartesian coordinates (Å):
1 I -1.7738 3.5014 1.1180
2 Cl -1.0288 2.1481 -5.1836
3 P -2.6813 2.4844 -3.9995
4 O -1.1265 0.3947 -2.5581
5 O -3.7869 1.4339 -4.6326
6 O -2.5630 1.6680 -1.2156
7 O -0.2910 1.4713 -0.6078
8 O 1.5739 -1.7325 0.6460
9 C 2.0492 -1.2937 1.9187
10 C 0.9548 -0.5499 2.6679
11 C 2.5953 -2.4627 2.7219
12 B -0.2341 0.4021 -1.5041
13 B -2.0974 1.3656 -2.4885
14 B -1.5194 2.0382 -0.3941
15 H 0.5496 -0.4620 -1.3356
16 H 3.0020 -2.1295 3.6775
17 H 2.8610 -0.6020 1.6865
18 H 3.3819 -2.9735 2.1669
19 H -4.5373 1.9356 -4.9692
20 H 0.8526 -2.3530 0.7964
21 H 1.3176 -0.1671 3.6227
22 H 0.1130 -1.2196 2.8680
23 H 0.5888 0.2882 2.0740
24 H 1.7998 -3.1858 2.9240

Kohn-Sham gap (eV): 9.3
Net charge: 0
E_HOMO (eV): -9.3982

---

# C33H30BCoGeNO7

A structure of composition C33H30BCoGeNO7 at a distorted geometry (the ωB97M-V functional and the def2-TZVPD basis, the Open Molecules 2025 dataset).

Cartesian coordinates (Å):
1 Ge -0.0557 1.3719 0.3132
2 Co 0.7453 -0.9391 0.8125
3 O -0.4777 -4.8287 0.0489
4 O 2.3526 0.5800 -1.3128
5 O 0.5196 -0.4827 -2.1775
6 O 4.1039 -0.9574 3.2327
7 O -0.0242 -2.6383 -0.0736
8 O 2.5051 -0.4881 1.7840
9 O -1.3148 -2.1237 2.4738
10 N 1.0047 -2.5856 2.3939
11 C 0.7390 3.5782 -1.3275
12 C -3.7114 2.2252 2.1799
13 C 0.7944 4.4573 -2.4318
14 C 0.0320 -3.7121 0.5804
15 C 2.1207 0.3243 -5.3883
16 C -1.8210 2.9796 -4.6132
17 C 2.7322 -3.6006 3.7127
18 C 2.1208 -4.8360 3.4578
19 C 1.0773 2.2990 1.6191
20 C -3.9016 -0.0594 1.4482
21 C -0.9631 3.1969 -3.5046
22 C 3.4276 1.0902 -3.4882
23 C -2.6117 -0.0032 0.9332
24 C 2.2459 -2.4587 3.0267
25 C -1.8634 1.1659 1.0366
26 C -0.1491 2.5326 -1.2835
27 C -2.4240 2.2802 1.6619
28 C -0.0726 -1.5579 2.5972
29 C 1.1273 -4.9890 2.5018
30 C -1.7947 -2.8328 3.6178
31 C -0.0357 4.2669 -3.4966
32 C -1.9680 1.2535 -2.4316
33 C 2.4476 0.5581 -2.6817
34 C 1.1395 -0.2165 -4.5616
35 C 0.6524 -3.8221 1.8443
36 C -1.0306 2.3193 -2.3871
37 C 2.9329 -1.2794 2.6627
38 C -2.7822 1.0703 -3.5139
39 C -4.4513 1.0519 2.0728
40 C -2.7091 1.9435 -4.6209
41 C 3.2424 0.9626 -4.8625
42 C 0.0845 -0.6831 3.8137
43 C 1.3346 -0.0821 -3.2071
44 B 1.1260 -0.0222 -1.0136
45 H -3.4891 0.2491 -3.5229
46 H 3.6098 -3.5547 4.3455
47 H 3.9830 1.3749 -5.5363
48 H 0.2556 -0.7027 -4.9549
49 H -2.1872 -0.8826 0.4612
50 H -2.0317 0.5699 -1.5967
51 H -2.6479 -3.4165 3.2814
52 H 2.0065 0.2528 -6.4626
53 H -2.1188 -2.1454 4.4006
54 H 0.9017 1.8871 2.6120
55 H -3.3598 1.7870 -5.4732
56 H 2.1278 2.1627 1.3649
57 H 0.0873 -1.2547 4.7481
58 H 1.0017 -0.1007 3.7725
59 H 4.3437 -1.6321 3.8795
60 H -5.4562 1.0062 2.4742
61 H -4.4757 -0.9746 1.3626
62 H 2.4912 -5.7153 3.9707
63 H -1.8577 3.2037 1.7431
64 H 1.4351 3.7345 -0.5113
65 H -0.7608 0.0068 3.8308
66 H 0.7756 -5.9633 2.1959
67 H 1.5067 5.2733 -2.4276
68 H 0.0058 4.9259 -4.3567
69 H 4.2901 1.5920 -3.0677
70 H -1.7541 3.6570 -5.4580
71 H -1.0350 -3.5112 4.0145
72 H -4.1377 3.0964 2.6618
73 H -0.7903 -4.5973 -0.8364
74 H 0.8336 3.3630 1.6365

Kohn-Sham gap (alpha / beta) (eV): 5.8 / 6.9
2S+1: 6
Net charge: 0
E_HOMO (alpha / beta) (eV): -5.5228 / -8.1903
ΔE to the lowest compared entry with this formula, charge and spin (kcal per mole): 28.9

---

# C5H10NO2

A cluster of 2 separate species, C5H10NO2 in total at a distorted geometry (the ωB97M-V functional and the def2-TZVPD basis, the Open Molecules 2025 dataset).

Cartesian coordinates (Å):
1 O -1.5855 -0.6258 -1.0990
2 O 0.3692 -1.0965 -2.0899
3 N -1.1283 -2.7456 -1.6898
4 C 0.7047 0.6714 1.4310
5 C 1.0134 -0.7876 1.5172
6 C 0.2407 1.2827 0.3360
7 C -0.0011 2.7544 0.2516
8 C -0.7187 -1.4030 -1.6417
9 H 0.1040 0.7600 -0.5981
10 H 0.1330 3.2461 1.2181
11 H -1.0433 2.9370 -0.0273
12 H 0.8868 -1.2480 0.5386
13 H 0.4016 -1.3076 2.2578
14 H -0.8124 -3.1578 -2.5495
15 H 0.8592 1.2845 2.3160
16 H 2.0561 -0.9535 1.8035
17 H 0.6386 3.2675 -0.4667
18 H -2.1179 -2.8782 -1.5079

Kohn-Sham gap (alpha / beta) (eV): 9.7 / 5.4
2S+1: 2
Net charge: 0
E_HOMO (alpha / beta) (eV): -8.9679 / -8.9139
ΔE to the lowest compared entry with this formula, charge and spin (kcal per mole): 16.6

---

# C25H26FMnN9O6S

A structure of composition C25H26FMnN9O6S (the ωB97M-V functional and the def2-TZVPD basis, the Open Molecules 2025 dataset).

Cartesian coordinates (Å):
1 Mn -0.0530 -0.1290 -0.5107
2 S -1.8878 -2.4307 0.2012
3 F -0.6067 0.0345 5.5853
4 O -2.2042 -3.7692 0.6220
5 O 1.7489 1.4228 0.1787
6 O 1.0950 -1.9881 6.6002
7 O 4.3365 -0.7614 3.6609
8 O 1.0908 -0.3405 1.3375
9 O -1.7732 -1.4294 1.2574
10 N 1.5367 -1.1062 -1.8651
11 N -1.8660 3.0331 -1.1436
12 N 2.6910 -1.3033 5.1329
13 N -1.8928 1.0180 0.0148
14 N 2.3717 0.4111 3.6023
15 N 0.0096 4.0651 -2.0688
16 N -0.1247 1.7191 -1.9410
17 N -3.4963 2.6660 0.4489
18 N -0.6482 -2.2602 -0.8075
19 C 1.4201 -1.2361 5.7121
20 C 3.1685 -3.9824 -0.1985
21 C 2.7312 1.0759 2.3538
22 C 3.2183 -0.5678 4.0936
23 C 0.6281 -0.1779 5.1113
24 C 1.7845 0.7019 1.1994
25 C 1.7233 -2.2623 -1.1608
26 C 3.0060 -2.8499 -1.0188
27 C -4.5186 -2.0518 -0.2361
28 C 3.8499 -1.1383 -2.4783
29 C -3.1147 -1.1708 -1.9880
30 C -5.4931 -0.8034 -2.0424
31 C 2.0757 -4.5191 0.4228
32 C -4.2366 -0.6415 -2.6099
33 C 1.0974 0.5573 4.0987
34 C -2.4039 2.1585 -0.2085
35 C 4.0753 -2.2482 -1.7141
36 C -0.6180 2.8816 -1.7500
37 C 1.4083 3.9882 -2.4527
38 C 2.5599 -0.5926 -2.5080
39 C -5.6352 -1.5165 -0.8582
40 C 0.7902 -3.9888 0.2460
41 C -0.7269 5.1778 -2.6482
42 C 0.5760 -2.8643 -0.5371
43 C -3.2633 -1.8657 -0.7984
44 H -0.0537 -4.4583 0.7251
45 H 2.3687 0.3048 -3.0879
46 H -6.6168 -1.6594 -0.4253
47 H -2.1782 3.9816 -1.0459
48 H 0.7648 1.7647 -2.4210
49 H -6.3656 -0.3897 -2.5320
50 H -4.6007 -2.6184 0.6835
51 H -4.0353 3.3943 0.0132
52 H 3.7335 0.7448 2.0932
53 H -1.6032 5.4499 -2.0609
54 H 3.2933 -2.0319 5.4860
55 H -2.1324 -1.0593 -2.4266
56 H -4.0265 1.9981 0.9824
57 H -2.3426 0.4563 0.7326
58 H 2.7509 2.1569 2.4872
59 H 4.6455 -0.6674 -3.0389
60 H 0.4838 1.3147 3.6338
61 H 4.1570 -4.4053 -0.0705
62 H -4.1304 -0.0980 -3.5405
63 H 5.0646 -2.6820 -1.6316
64 H 1.8549 4.9705 -2.3093
65 H 1.5491 3.6983 -3.5018
66 H 2.1948 -5.3822 1.0658
67 H 1.9277 3.2847 -1.8025
68 H -0.0798 6.0510 -2.6702
69 H -1.0532 4.9657 -3.6729

Kohn-Sham gap (alpha / beta) (eV): 7.3 / 7.4
2S+1: 6
Net charge: 0
E_HOMO (alpha / beta) (eV): -7.3958 / -7.4754
ΔE to the lowest compared entry with this formula, charge and spin (kcal per mole): 10.3

---

# C44H32CoF15GeN2O2PS

A structure of composition C44H32CoF15GeN2O2PS at a distorted geometry (the ωB97M-V functional and the def2-TZVPD basis, the Open Molecules 2025 dataset).

Cartesian coordinates (Å):
1 Ge -0.7004 2.5356 -1.0407
2 Co 1.4362 -1.0690 1.7945
3 S 1.3894 0.2688 -0.4232
4 P 0.3354 -2.4692 0.1989
5 F -2.8033 2.0375 -3.8455
6 F 0.1127 -0.4157 -5.3019
7 F 1.8564 1.2780 -6.5339
8 F 1.6698 6.6941 1.2505
9 F -0.9723 0.2943 -2.9138
10 F -2.0585 5.3205 -2.4585
11 F 1.2049 4.0799 0.7150
12 F -6.8797 2.6707 -1.6365
13 F -1.5791 7.9141 -1.9287
14 F 1.3746 4.3642 -3.0364
15 F -2.8544 3.3859 0.6801
16 F 0.2744 8.6151 -0.0784
17 F -5.5517 3.4169 0.6354
18 F 2.4798 3.6570 -5.3844
19 F -5.4676 1.9562 -3.8445
20 O 1.0784 -2.7388 2.9026
21 O -0.4973 -3.4509 4.3100
22 N 0.2238 0.3457 3.0987
23 N 3.1283 -0.5516 3.3604
24 C 0.0467 7.3214 -0.3368
25 C -3.2332 -0.6286 -0.2264
26 C -0.4505 4.6026 -0.8800
27 C 4.1154 0.5135 3.1977
28 C -1.5097 -6.4830 1.5967
29 C -0.8360 -0.3157 3.8729
30 C -0.9009 6.9574 -1.2759
31 C -0.1486 1.1546 -3.5386
32 C -2.9908 -1.9452 -2.2173
33 C -2.7099 2.7259 -1.5771
34 C 3.2975 -4.3830 -1.8321
35 C 2.8358 -0.2529 0.3981
36 C -3.7374 -1.0731 -1.4392
37 C 1.4499 -2.3861 -2.3881
38 C -0.3664 1.4967 2.4006
39 C 0.4088 0.7686 -4.7409
40 C -4.8160 2.3292 -2.7311
41 C 2.3656 -4.0184 -0.8737
42 C 0.7543 6.3408 0.3339
43 C -1.1331 5.6152 -1.5293
44 C 1.2372 0.8561 4.0305
45 C -1.7395 -2.3720 -1.7999
46 C -3.4301 2.3667 -2.7017
47 C 1.4282 -3.0227 -1.1485
48 C -1.2243 -1.9287 -0.5870
49 C -1.9840 -1.0574 0.1885
50 C 1.2988 1.6242 -5.3667
51 C -5.5404 2.6905 -1.6109
52 C 3.3037 -3.7576 -3.0712
53 C 1.0130 3.1857 -3.5758
54 C -4.8649 3.0674 -0.4638
55 C -0.2830 -4.1123 0.7806
56 C -1.0789 -5.5643 2.5347
57 C 0.0994 2.3744 -2.9308
58 C -3.4837 3.0587 -0.4747
59 C 1.6076 2.8361 -4.7790
60 C 0.4914 5.0142 0.0455
61 C -0.4514 -4.3862 2.1382
62 C -1.3172 -6.2276 0.2448
63 C 2.3766 -2.7635 -3.3482
64 C -0.7201 -5.0475 -0.1586
65 C 3.8368 -1.8045 3.6335
66 C 0.0534 -3.4451 3.2124
67 C 2.2121 -0.2267 4.4573
68 H -1.6394 -0.6474 3.2174
69 H 1.6653 -1.1357 4.7122
70 H -3.3818 -2.2959 -3.1641
71 H -4.7110 -0.7441 -1.7800
72 H -1.9864 -7.4039 1.9084
73 H 0.3683 1.9567 1.7436
74 H -1.6469 -6.9414 -0.5000
75 H 4.0252 -5.1545 -1.6130
76 H -1.2229 -5.7313 3.5938
77 H 2.7610 0.1066 5.3518
78 H -0.7276 2.2473 3.1172
79 H 3.6656 1.4203 2.7989
80 H 0.7530 1.2927 4.9147
81 H 0.7460 -1.5924 -2.5906
82 H 2.3738 -2.2724 -4.3131
83 H -1.2580 0.3828 4.6089
84 H -0.5844 -4.8540 -1.2142
85 H 4.4630 -1.7188 4.5329
86 H 4.8849 0.1971 2.4960
87 H 1.7802 1.6508 3.5189
88 H -1.1700 -3.0335 -2.4393
89 H -0.4551 -1.1924 4.3915
90 H 3.1149 -2.6070 3.7638
91 H 3.3447 -1.0431 -0.1617
92 H 3.4770 0.5982 0.6048
93 H 4.0322 -4.0446 -3.8189
94 H -1.5679 -0.7271 1.1306
95 H -3.8083 0.0514 0.3900
96 H 4.5949 0.7523 4.1575
97 H 2.3617 -4.4987 0.0983
98 H 4.4704 -2.0422 2.7789
99 H -1.2040 1.1865 1.7822

Kohn-Sham gap (alpha / beta) (eV): 6.4 / 6.4
Net charge: -1
E_HOMO (alpha / beta) (eV): -4.5149 / -4.5145

---

# C3H2N2O2

The molecule C3H2N2O2 (the ωB97M-V functional and the def2-TZVPD basis, the Open Molecules 2025 dataset).

Cartesian coordinates (Å):
1 O 0.9471 2.5462 1.1746
2 O -1.2855 0.3180 0.1016
3 N -0.8977 -1.0459 0.2805
4 N 0.6123 -0.0662 -1.1443
5 C 0.5211 1.7084 0.4887
6 C 0.1319 -1.1634 -0.7159
7 C -0.1094 0.8904 -0.3706
8 H -0.3999 -1.0373 1.1856
9 H 0.4800 -2.1502 -1.0001

Kohn-Sham gap (eV): 9.0
Net charge: 0
E_HOMO (eV): -8.8707
ΔE to the lowest compared entry with this formula, charge and spin (kcal per mole): 90.2